P:
Here is a cluster of 2 separate species, CH8N3 in total from the OMol25 dataset. Energies are from wB97M-V/def2-TZVPD.

Structure (ORCA input):
```
! wB97M-V def2-TZVPD RIJCOSX def2/J DEFGRID3
* xyz 1 1
N -0.42004 1.56549 -0.01974
N 0.58328 -0.56101 -0.40410
N 0.00928 -1.59887 -0.91533
C -0.04648 0.18402 0.68085
H 0.41570 2.08638 -0.04335
H -1.16907 2.06294 0.49517
H 1.85214 -1.04817 0.75770
H -0.97015 -0.17131 0.97226
H -0.33163 -2.45424 -0.37770
H -0.76291 1.41271 -0.93045
H 0.41358 0.56243 1.51600
H 0.42631 -2.04037 -1.73130
*
```

Summary:
orbital gap (spin up / spin down)	0.3292 / 0.3260	Eh
E_HOMO (spin up / spin down)	-0.487 / -0.478	Eh
LUMO energy (spin up / spin down)	-0.1574 / -0.1521	hartree

Q:
Here is a cluster of 2 separate species, CH8N3 in total from the OMol25 dataset. Energies are from wB97M-V/def2-TZVPD.

Structure (ORCA input):
```
! wB97M-V def2-TZVPD RIJCOSX def2/J DEFGRID3
* xyz 1 1
N 0.77499 0.69086 0.06820
N 1.62845 -0.45228 0.41211
N -1.24161 -0.61494 0.14494
C -0.15676 0.10217 -0.74441
H -2.21198 -0.66258 0.03390
H 2.52952 -0.40339 -0.16848
H 0.23035 -0.45123 -1.51850
H 1.94674 -0.24666 1.33135
H -0.93678 1.27325 -1.15517
H -1.30323 0.05448 1.00188
H -0.72121 -1.50821 0.32083
H 0.49122 1.26973 0.85636
*
```

Summary:
orbital gap	0.3719	Eh
E_HOMO	-0.514	Eh
LUMO energy	-0.1424	hartree

Most stable structure: Q

P:
Here is a structure of composition C9H8N2 from the OMol25 dataset. Energies are from wB97M-V/def2-TZVPD.

Structure (ORCA input):
```
! wB97M-V def2-TZVPD RIJCOSX def2/J DEFGRID3
* xyz 0 1
N 0.87523 -0.54076 -1.88713
N -1.26816 -0.60065 -1.48676
C -1.14497 -0.98373 -2.83872
C -0.17375 1.46934 0.69800
C 0.18295 -0.91696 -2.99033
C 0.05458 0.08644 0.46814
C 0.44299 1.03992 3.02342
C 0.01881 1.93346 1.98345
C -0.02004 -0.37130 -0.96783
C 0.74814 -0.30132 2.72562
C 0.55500 -0.75872 1.40322
H 0.77678 1.57829 3.94248
H 1.20227 -1.06556 3.53324
H -0.40448 1.88489 -0.13529
H -1.95496 -1.38352 -3.41085
H -0.06166 3.07849 2.29083
H -2.17143 -0.29280 -0.70777
H 0.73699 -1.76299 1.30710
H 0.64464 -1.22967 -4.23222
*
```

Summary:
orbital gap	0.3529	Eh
E_HOMO	-0.327	Eh
LUMO energy	0.0257	hartree

Q:
Here is the molecule C9H8N2 from the OMol25 dataset. Energies are from wB97M-V/def2-TZVPD.

Structure (ORCA input):
```
! wB97M-V def2-TZVPD RIJCOSX def2/J DEFGRID3
* xyz 0 1
N -2.86047 0.18232 0.17590
N 1.46372 -1.36288 -0.08472
C 0.65303 -0.87981 -1.23249
C -1.84003 -0.07852 -0.74900
C -0.09260 0.20603 0.71311
C -1.02066 0.61608 1.67456
C 1.56804 0.35967 -1.58900
C 1.40587 -0.05487 0.63198
C -2.39607 0.39936 1.32908
C -0.53211 -0.33711 -0.46743
C 2.01665 0.85523 -0.48470
H -0.75648 0.93192 2.69550
H -3.18259 0.64817 2.04618
H 1.07796 -2.08919 0.66444
H 2.70747 1.64000 -0.42012
H 1.63260 0.98619 -2.52873
H 0.49376 -1.62279 -2.13089
H 1.87505 0.01995 1.57189
H -2.21315 -0.41975 -1.81556
*
```

Summary:
orbital gap	0.3647	Eh
E_HOMO	-0.333	Eh
SMILES	C1=C[C@H]2N[C@@H]1c1ccncc12
LUMO energy	0.0313	hartree

Most stable structure: P

P:
Here is the molecule C9H8N2 from the OMol25 dataset. Energies are from wB97M-V/def2-TZVPD.

Structure (ORCA input):
```
! wB97M-V def2-TZVPD RIJCOSX def2/J DEFGRID3
* xyz 0 1
N -0.50853 0.76666 1.06137
N -1.96301 0.72174 2.79219
C 1.03493 -1.24017 -2.62430
C -1.84679 0.53254 1.48444
C 1.00142 -0.78851 -0.20237
C 0.17448 0.43958 -0.26419
C -0.31300 0.72624 -1.61798
C -0.71682 1.04009 3.23442
C 1.54379 -1.54657 -1.27709
C 0.25598 1.13682 2.15215
C -0.03843 -0.24451 -2.66512
H -1.01822 1.56266 -2.00338
H -0.25162 -0.00590 -3.79228
H -2.60652 -0.02034 0.81521
H 2.23536 -2.60427 -1.10605
H -0.63205 1.00867 4.42354
H 1.25800 1.67581 2.08781
H 1.26941 -2.07597 -3.41830
H 1.12162 -1.08458 0.91989
*
```

Summary:
orbital gap	0.3168	Eh
E_HOMO	-0.311	Eh
SMILES	c1ccc(-n2ccnc2)cc1
LUMO energy	0.0054	hartree

Q:
Here is the molecule C9H8N2 from the OMol25 dataset. Energies are from wB97M-V/def2-TZVPD.

Structure (ORCA input):
```
! wB97M-V def2-TZVPD RIJCOSX def2/J DEFGRID3
* xyz 0 1
N 1.11787 -0.41646 2.54473
N 1.56783 -1.66435 -1.32662
C 1.37614 -0.56228 1.23404
C -0.23206 -0.02132 -2.16077
C -0.83070 0.97144 1.74941
C 0.01457 0.48258 2.73901
C -0.60332 0.84184 0.46003
C -1.17563 1.01980 -1.82449
C 0.49257 -0.14724 0.15276
C -1.39190 1.32337 -0.56326
C 0.52494 -0.64979 -1.10554
H 1.71325 -2.23121 -0.56260
H -0.12351 0.67071 3.77795
H -0.25478 -0.81706 -3.12060
H 2.11959 -1.44412 1.03764
H -1.87153 1.40955 2.20397
H 1.46232 -2.16666 -2.21395
H -2.20070 1.91210 -0.42011
H -1.70496 1.48911 -2.60161
*
```

Summary:
orbital gap	0.3054	Eh
E_HOMO	-0.298	Eh
SMILES	Nc1cccc2ccncc12
LUMO energy	0.0078	hartree

Most stable structure: Q